Entry 1:
A structure of composition C39H52CoN4OP2. Source: the Open Molecules 2025 dataset; level of theory: ωB97M-V/def2-TZVPD.

Element x y z (Å)
Co 0.635 -0.494 0.002
C 0.705 4.375 -2.587
C -0.582 4.215 -2.257
C -1.717 4.096 -3.259
C -1.585 3.040 -4.388
C -0.590 1.911 -4.213
C 0.740 2.016 -4.043
C 1.484 3.152 -4.686
C 1.197 4.526 -4.010
C 1.633 -2.257 -0.171
H 1.466 4.617 -1.850
H -0.931 4.531 -1.262
H -1.915 5.063 -3.746
H -2.638 3.870 -2.685
H -2.572 2.556 -4.497
H -1.419 3.564 -5.339
H -1.012 0.957 -4.534
H 1.345 1.256 -3.553
H 1.241 3.223 -5.760
H 2.556 2.951 -4.613
H 2.137 5.108 -4.005
H 0.512 5.081 -4.666
H 2.595 -2.039 0.308
H 1.802 -2.645 -1.187
H 1.175 -3.057 0.424
P -0.545 -0.896 -1.704
P -0.915 0.984 0.638
N 0.445 -1.091 -3.113
N -1.575 -2.303 -1.827
N 0.385 2.223 0.472
N -1.635 1.526 2.061
C -1.581 0.577 -1.949
C -2.014 1.382 -0.717
C 1.851 -1.113 -3.121
C 2.265 -1.553 -4.365
C 1.096 -1.770 -5.167
C -0.007 -1.462 -4.380
C -1.173 -3.607 -1.512
C -2.303 -4.412 -1.480
C -3.433 -3.586 -1.782
C -2.959 -2.305 -2.002
C 1.676 1.825 0.118
C 2.508 2.930 0.204
C 1.697 4.040 0.551
C 0.391 3.580 0.702
C -2.308 2.739 2.228
C -2.636 2.874 3.563
C -2.177 1.704 4.250
C -1.550 0.903 3.315
H -2.449 0.289 -2.552
H -0.939 1.252 -2.554
H -1.940 2.452 -0.947
H -3.049 1.169 -0.413
H 2.424 -0.826 -2.245
H 3.288 -1.716 -4.668
H 1.064 -2.130 -6.178
H -1.062 -1.475 -4.599
H -0.126 -3.850 -1.388
H -2.326 -5.465 -1.257
H -4.467 -3.887 -1.823
H -3.466 -1.394 -2.286
H 1.910 0.790 -0.163
H 3.577 2.918 0.034
H 2.027 5.065 0.655
H -0.521 4.102 0.928
H -2.517 3.386 1.382
H -3.120 3.728 4.008
H -2.284 1.495 5.304
H -1.056 -0.063 3.393
C 2.726 0.331 3.621
C 3.107 -1.067 3.136
C 4.523 -1.414 3.589
C 2.077 -2.107 3.539
C 2.379 -3.196 4.345
C 1.387 -4.076 4.785
C 0.065 -3.890 4.381
C -0.286 -2.859 3.512
C -1.729 -2.714 3.054
C -2.173 -3.938 2.258
C -2.671 -2.479 4.234
C 0.735 -1.977 3.024
O 0.473 -1.098 2.111
H 2.662 0.350 4.718
H 1.750 0.619 3.211
H 3.479 1.065 3.306
H 3.104 -1.036 2.035
H 4.596 -1.415 4.680
H 4.808 -2.404 3.221
H 5.237 -0.686 3.193
H 3.416 -3.356 4.656
H 1.646 -4.897 5.462
H -0.722 -4.560 4.741
H -1.778 -1.838 2.392
H -2.099 -4.848 2.868
H -3.210 -3.829 1.915
H -1.525 -4.068 1.386
H -2.372 -1.579 4.782
H -3.702 -2.348 3.878
H -2.637 -3.329 4.926

Summary:
E_tot, eV: -105493.3545
Energy above the lowest of the compared OMol25 structures with the same formula, charge and spin, eV: 1.837
⟨S²⟩: 3.7726
Spin multiplicity: 4

Mulliken atomic charge list, values in e, 8 entries: atom 1 (Co): 0.414, atom 2 (C): -0.213, atom 3 (C): -0.058, atom 4 (C): -1.075, atom 5 (C): -1.161, atom 6 (C): 0.006, atom 7 (C): 0.047, atom 8 (C): -1.247

Entry 2:
A cluster of 8 separate species, C39H52F7N2O28PS in total. Source: the Open Molecules 2025 dataset; level of theory: ωB97M-V/def2-TZVPD.

Element x y z (Å)
H -1.634 1.866 3.285
N -1.456 1.263 2.435
C -0.229 1.555 1.901
C 0.653 2.690 2.759
C 0.473 0.876 0.584
C -0.353 1.004 -0.824
C 0.321 -0.223 -1.722
C 1.940 -0.425 -1.526
O 2.553 -1.566 -1.894
C -2.028 0.840 -0.763
C -2.666 -0.640 -0.539
C -3.593 -0.677 0.985
C -3.251 -2.052 1.978
O -4.635 -1.826 1.109
O -2.786 1.976 -0.222
C -4.115 2.144 -0.790
C -5.088 2.788 0.408
N -5.829 4.025 -0.045
C -5.799 5.144 0.968
C -4.377 5.948 1.091
C -3.545 6.109 -0.318
O -3.499 5.437 2.196
O -2.288 1.039 -2.232
C -1.496 2.138 -2.881
O -1.689 2.763 -4.044
C -0.272 2.330 -1.755
S 1.180 2.568 -2.977
P -0.433 4.106 -1.137
C 1.413 4.737 -1.030
O -1.001 4.292 0.485
H 0.131 3.734 2.809
H 0.769 2.236 3.856
H 1.724 2.686 2.290
H 0.682 -0.252 0.920
H 1.490 1.482 0.425
H -0.130 -1.294 -1.455
H 0.137 -0.109 -2.882
H 2.664 0.416 -1.085
H -1.920 -1.500 -0.280
H -3.457 -0.978 -1.350
H -3.802 0.418 1.564
H -3.980 -2.657 2.635
H -3.079 -1.254 2.853
H -4.031 2.915 -1.683
H -4.663 1.182 -1.154
H -5.925 1.970 0.643
H -4.495 2.916 1.423
H -5.578 4.329 -1.010
H -6.082 4.758 2.048
H -6.644 5.918 0.641
H -4.654 7.058 1.431
H -3.325 5.050 -0.789
H -2.578 6.757 -0.143
H -4.265 6.693 -1.070
H -3.136 4.532 1.964
H 0.831 3.599 -3.909
H 2.143 3.921 -0.616
H 1.369 5.584 -0.189
H 1.755 5.253 -2.022
H -0.319 4.833 0.980
O -0.208 -1.563 4.032
C 0.613 -2.299 3.510
O 1.147 -2.094 2.268
C 2.142 -3.083 2.093
C 1.708 -4.149 3.040
F 2.774 -4.815 3.538
O 1.104 -3.430 4.091
H 3.120 -2.663 2.347
H 2.169 -3.433 1.057
H 0.989 -4.859 2.618
O 2.765 -5.669 -0.581
C 3.859 -5.686 -0.043
O 4.746 -6.724 -0.139
C 5.929 -6.300 0.508
C 5.430 -5.243 1.434
F 6.364 -4.284 1.619
O 4.345 -4.678 0.734
H 6.631 -5.912 -0.237
H 6.403 -7.129 1.040
H 5.086 -5.621 2.403
O 3.310 6.023 -2.981
C 3.458 5.659 -4.136
O 2.429 5.317 -4.970
C 3.005 5.086 -6.240
C 4.419 4.759 -5.900
F 5.258 5.167 -6.878
O 4.668 5.535 -4.749
H 2.915 5.992 -6.850
H 2.501 4.264 -6.756
H 4.594 3.702 -5.676
O 6.946 -8.026 3.360
C 6.425 -9.108 3.148
O 5.359 -9.295 2.311
C 5.147 -10.691 2.239
C 5.763 -11.177 3.506
F 6.279 -12.416 3.347
O 6.827 -10.277 3.721
H 5.642 -11.088 1.347
H 4.080 -10.922 2.181
H 5.089 -11.161 4.369
O 2.161 -7.896 -6.623
C 2.572 -7.548 -5.528
O 1.847 -7.641 -4.372
C 2.717 -7.264 -3.324
C 3.729 -6.427 -4.029
F 4.941 -6.536 -3.439
O 3.805 -7.012 -5.310
H 3.151 -8.162 -2.871
H 2.182 -6.705 -2.551
H 3.453 -5.372 -4.122
O -5.651 9.565 -1.836
C -4.550 9.662 -2.352
O -3.913 10.851 -2.581
C -2.624 10.527 -3.064
C -2.822 9.157 -3.618
F -1.695 8.420 -3.496
O -3.809 8.601 -2.778
H -1.910 10.549 -2.235
H -2.300 11.240 -3.826
H -3.169 9.138 -4.656
O -6.140 -4.731 5.352
C -5.534 -3.718 5.658
O -4.829 -2.949 4.774
C -4.394 -1.812 5.492
C -4.406 -2.295 6.901
F -4.697 -1.288 7.755
O -5.471 -3.218 6.924
H -5.093 -0.986 5.321
H -3.398 -1.500 5.167
H -3.481 -2.792 7.213

Summary:
E_tot, eV: -140724.7995
Structure (SMILES): [H]/N=C(\C)C[C@@]1(CC=O)[C@@](C[C@@H]2CO2)(OCCNC[C@H](C)O)OC(=O)[C@@]1(S)P(C)O.O=C1OC[C@@H](F)O1.O=C1OC[C@@H](F)O1.O=C1OC[C@@H](F)O1.O=C1OC[C@@H](F)O1.O=C1OC[C@@H](F)O1.O=C1OC[C@@H](F)O1.O=C1OC[C@@H](F)O1

Mulliken atomic charge list, values in e, 8 entries: atom 1 (H): 0.255, atom 2 (N): -0.083, atom 3 (C): 0.074, atom 4 (C): -1.306, atom 5 (C): -0.572, atom 6 (C): 1.064, atom 7 (C): -0.528, atom 8 (C): 0.112